1.
Below is a molecular structure, C4H4InO2, with properties calculated with ωB97M-V with the def2-TZVPD basis set.

Each line ends with the Löwdin spin population.
Geometry (Å):
C (1.67900, 0.63169, -0.84869)  0.095
O (1.68335, -0.19662, -1.73314)  0.029
H (2.00130, 0.01550, -2.64128)  0.002
C (0.79839, 0.70341, 0.49260)  0.017
C (-0.09529, -0.43918, 0.70600)  -0.022
C (-1.33039, -0.62803, 0.30562)  -0.036
O (-2.51407, -0.68384, 0.37906)  0.181
In (-4.17894, -0.31727, 1.02271)  0.737
H (1.53920, 0.82476, 1.30147)  -0.002
H (0.28927, 1.67919, 0.42424)  0.000
H (0.12816, -1.58962, 0.59141)  -0.001

Computed properties:
total charge	+4
strongest force on any atom	8.64	eV Å⁻¹
molecular weight	198.892	g/mol
HOMO-LUMO gap (spin up / spin down)	5.462 / 7.165	eV
E	-493.0561	hartree
HOMO (spin up / spin down)	-28.3 / -29.5	eV
energy above the lowest of the compared OMol25 structures with the same formula, charge and spin	0.0	kJ/mol
spin multiplicity	2

2.
Below is 2 unconnected molecules or ions with the total composition C7H5O4, with properties calculated with ωB97M-V with the def2-TZVPD basis set.

Each line ends with the natural charge from an NBO analysis.
Geometry (Å):
C (-0.24572, -1.03124, 0.00000)  -0.182
C (-1.58009, -1.44977, 0.00000)  -0.205
C (-2.60658, -0.48446, 0.00000)  -0.184
C (-2.25018, 0.88389, 0.00000)  -0.219
C (-0.88978, 1.28105, 0.00000)  -0.184
C (0.13457, 0.31335, 0.00000)  -0.057
C (1.67672, 0.60048, 0.00000)  0.719
O (1.99801, 1.79098, 0.00000)  -0.368
O (2.30118, -0.49014, 0.00000)  -0.485
O (5.04492, 0.48932, 0.00000)  -0.009
O (4.95583, -0.73247, 0.00000)  0.013
H (0.53964, -1.78053, 0.00000)  0.248
H (-1.76747, -2.53017, 0.00000)  0.225
H (-3.65078, -0.82134, 0.00000)  0.224
H (-3.05229, 1.62677, 0.00000)  0.227
H (-0.60798, 2.33429, 0.00000)  0.238

Computed properties:
total charge	0
strongest force on any atom	2.29	eV Å⁻¹
molecular weight	153.113	g/mol
HOMO-LUMO gap (spin up / spin down)	7.885 / 5.740	eV
E	-570.4371	hartree
HOMO (spin up / spin down)	-9.7 / -9.7	eV
spin multiplicity	2

3.
Below is 2 unconnected molecules or ions with the total composition C22H42NO4, with properties calculated with ωB97M-V with the def2-TZVPD basis set.

Each line ends with the natural charge from an NBO analysis.
Geometry (Å):
C (-5.17780, 1.23698, 0.59833)  -0.286
C (-4.86245, 0.32501, -0.30092)  -0.340
C (-4.59370, 0.74204, -1.70927)  0.774
O (-4.42280, 1.88482, -2.02958)  -0.579
O (-4.57918, -0.21025, -2.66838)  -0.509
C (-4.46590, -1.60615, -2.34924)  -0.077
C (-3.16647, -1.96729, -1.62300)  -0.456
C (-2.31524, -2.98807, -2.38584)  -0.403
C (-1.45935, -2.33742, -3.48685)  -0.399
C (0.02426, -2.18952, -3.13936)  -0.398
C (0.31480, -1.63789, -1.73158)  -0.424
C (1.27575, -0.44409, -1.70433)  -0.196
C (1.63541, -0.02478, -0.27177)  -0.407
C (0.55786, 0.79875, 0.49427)  0.099
C (-0.07296, -0.09649, 1.56183)  -0.603
C (1.14398, 2.03631, 1.21978)  -0.618
N (-0.52581, 1.21564, -0.45130)  0.038
O (-1.58240, 0.49770, -0.43708)  -0.428
C (-0.14782, 1.75692, -1.79674)  0.100
C (-1.43860, 1.94581, -2.58761)  -0.604
C (0.53915, 3.11914, -1.68035)  -0.617
C (0.80362, 0.76486, -2.52319)  -0.418
H (-5.35071, 0.95641, 1.62837)  0.198
H (-5.25472, 2.27683, 0.30886)  0.217
H (-4.79946, -0.71713, -0.02381)  0.210
H (-5.34962, -1.93492, -1.79558)  0.180
H (-4.51035, -2.09077, -3.32392)  0.198
H (-3.37464, -2.31769, -0.60977)  0.206
H (-2.59192, -1.04545, -1.50735)  0.252
H (-1.66745, -3.50090, -1.66939)  0.205
H (-2.96215, -3.75980, -2.81247)  0.201
H (-1.53790, -2.92053, -4.40787)  0.206
H (-1.87747, -1.35293, -3.72553)  0.200
H (0.47269, -1.53750, -3.89428)  0.201
H (0.52093, -3.15596, -3.26105)  0.200
H (-0.60988, -1.36170, -1.22404)  0.221
H (0.75941, -2.43763, -1.13066)  0.201
H (2.21680, -0.76937, -2.16201)  0.206
H (1.81467, -0.93451, 0.30802)  0.213
H (2.58731, 0.51198, -0.28846)  0.208
H (-0.35077, -1.06999, 1.16073)  0.214
H (-0.95165, 0.37393, 2.00163)  0.224
H (0.67795, -0.25336, 2.33974)  0.207
H (0.63157, 2.94490, 0.91691)  0.221
H (2.21201, 2.15182, 1.04238)  0.216
H (0.97596, 1.94218, 2.29263)  0.213
H (-1.86275, 0.99361, -2.90297)  0.215
H (-2.19245, 2.47503, -2.00736)  0.245
H (-1.20794, 2.52324, -3.48550)  0.205
H (1.45184, 3.09045, -1.09103)  0.211
H (-0.14113, 3.86338, -1.26156)  0.216
H (0.80962, 3.44451, -2.68630)  0.215
H (1.69945, 1.31622, -2.82321)  0.208
H (0.32262, 0.44696, -3.44968)  0.216
C (4.65210, -1.69357, 3.80684)  -0.645
C (4.98575, -0.22581, 3.60148)  -0.063
O (3.85173, 0.62304, 3.56328)  -0.538
C (3.05503, 0.64531, 4.73468)  -0.064
C (3.78610, 1.12409, 5.97697)  -0.645
H (3.93079, -2.02848, 3.05980)  0.212
H (5.55699, -2.29464, 3.70985)  0.217
H (4.23341, -1.88643, 4.79536)  0.203
H (5.46614, -0.08820, 2.63244)  0.187
H (5.69741, 0.11354, 4.36278)  0.160
H (2.60423, -0.33816, 4.91295)  0.159
H (2.23899, 1.33033, 4.50113)  0.186
H (4.56636, 0.42857, 6.28885)  0.203
H (3.08220, 1.22183, 6.80419)  0.217
H (4.24857, 2.09525, 5.79613)  0.214

Computed properties:
total charge	0
strongest force on any atom	0.59	eV Å⁻¹
molecular weight	384.581	g/mol
HOMO-LUMO gap (spin up / spin down)	8.594 / 10.016	eV
E	-1219.0689	hartree
HOMO (spin up / spin down)	-7.9 / -9.3	eV
energy above the lowest of the compared OMol25 structures with the same formula, charge and spin	146.1	kJ/mol
spin multiplicity	2

4.
Below is 6 unconnected molecules or ions with the total composition C19H40F5O6P2S, with properties calculated with ωB97M-V with the def2-TZVPD basis set.

Each line ends with the Löwdin charge.
Geometry (Å):
C (5.14574, -1.79649, -2.83465)  -0.112
C (3.53020, -1.94736, -3.22974)  -0.324
O (2.74978, -0.89815, -2.55107)  -0.485
P (1.10064, -0.85760, -3.09033)  0.303
P (0.42235, -2.24393, -1.48990)  0.178
S (-1.49080, -2.61597, -1.56343)  0.045
C (0.62765, 0.68795, -2.10860)  -0.347
F (-0.66627, 0.54786, -1.34091)  -0.092
F (0.34389, 1.77732, -3.11666)  -0.082
C (1.71980, 1.29229, -1.06892)  -0.158
F (2.11126, 0.38162, 0.05228)  -0.001
F (2.91186, 1.95088, -1.72417)  0.004
F (1.02451, 2.44560, -0.37673)  -0.042
H (5.38236, -2.26575, -1.78788)  0.070
H (5.38441, -0.64556, -2.86504)  0.077
H (5.72295, -2.32860, -3.72175)  0.070
H (3.49118, -1.88880, -4.40823)  0.092
H (3.12325, -2.98390, -2.80885)  0.105
H (1.37660, -2.03516, -3.87491)  -0.047
H (-0.25715, -0.90062, -3.62904)  -0.024
H (1.49880, -0.02258, -4.22514)  0.010
H (0.87712, -1.84694, -0.18273)  -0.061
H (1.09263, -3.51600, -1.79059)  -0.051
C (-6.29906, -2.95086, -0.10399)  -0.035
C (-4.97434, -3.63835, -0.30018)  -0.500
O (-4.33816, -3.51247, -1.34527)  -0.028
C (-4.45814, -4.48574, 0.83184)  -0.032
H (-6.54541, -2.37473, -1.00228)  0.082
H (-7.08287, -3.69452, 0.06041)  0.078
H (-6.23993, -2.26587, 0.74548)  0.082
H (-5.15999, -5.29784, 1.03795)  0.078
H (-4.31705, -3.86914, 1.72309)  0.085
H (-3.49307, -4.91967, 0.54939)  0.083
C (-2.24080, 3.45693, -0.72786)  -0.017
C (-2.56163, 4.59624, 0.20221)  -0.489
O (-3.32310, 4.44655, 1.15644)  0.029
C (-1.91468, 5.92574, -0.08041)  -0.030
H (-2.77827, 2.56004, -0.40187)  0.091
H (-2.55893, 3.70549, -1.74346)  0.092
H (-1.16809, 3.24945, -0.70497)  0.065
H (-2.21830, 6.28432, -1.06722)  0.083
H (-0.82736, 5.82826, -0.02874)  0.085
H (-2.23754, 6.65350, 0.67164)  0.078
C (0.58103, 3.41867, 4.18463)  -0.018
C (-0.66982, 3.58510, 5.00541)  -0.479
O (-0.64351, 3.50665, 6.23258)  0.024
C (-1.95407, 3.85130, 4.26660)  -0.024
H (1.43002, 3.23199, 4.85088)  0.081
H (0.47193, 2.56594, 3.50982)  0.092
H (0.77662, 4.33136, 3.61627)  0.085
H (-2.17613, 3.01779, 3.59539)  0.091
H (-1.87142, 4.78329, 3.70179)  0.081
H (-2.77333, 3.94930, 4.98678)  0.085
C (4.18103, -3.34548, -8.23989)  -0.032
C (2.93018, -3.17905, -7.41912)  -0.483
O (2.95649, -3.25750, -6.19194)  0.045
C (1.64593, -2.91285, -8.15793)  -0.025
H (5.03002, -3.53216, -7.57364)  0.082
H (4.07193, -4.19821, -8.91470)  0.081
H (4.37662, -2.43279, -8.80825)  0.083
H (1.42387, -3.74636, -8.82913)  0.081
H (1.72858, -1.98086, -8.72274)  0.084
H (0.82667, -2.81485, -7.43775)  0.090
C (0.09360, 1.42650, 8.23782)  -0.038
C (0.22749, 0.04046, 8.80962)  -0.493
O (-0.35481, -0.91782, 8.30423)  0.048
C (1.10147, -0.12771, 10.02366)  -0.036
H (-0.56698, 1.39657, 7.36473)  0.071
H (-0.34273, 2.09560, 8.98371)  0.090
H (1.07313, 1.79464, 7.92276)  0.087
H (0.71002, 0.47219, 10.84917)  0.082
H (2.12597, 0.17126, 9.78819)  0.083
H (1.10413, -1.18040, 10.32577)  0.080

Computed properties:
total charge	-1
strongest force on any atom	5.38	eV Å⁻¹
molecular weight	553.528	g/mol
HOMO-LUMO gap	6.480	eV
E	-2779.4713	hartree
HOMO	-4.1	eV

5.
Below is 2 unconnected molecules or ions with the total composition C3H13N3, with properties calculated with ωB97M-V with the def2-TZVPD basis set.

Each line ends with the natural charge from an NBO analysis.
Geometry (Å):
C (2.56562, -1.16838, 0.70427)  -0.628
C (2.93722, -2.52292, 0.07220)  -0.219
N (2.73178, -2.55123, -1.38462)  -0.853
H (1.95232, -0.55878, 0.03484)  0.197
H (1.98940, -1.30897, 1.62021)  0.207
H (3.37204, -0.48311, 0.94924)  0.209
H (3.99288, -2.67512, 0.23717)  0.190
H (2.31103, -3.29247, 0.51763)  0.179
H (2.07438, -1.86514, -1.69773)  0.355
H (3.58495, -2.56254, -1.91526)  0.363
N (-3.28798, 1.54903, 1.07921)  -0.849
C (-3.33207, 1.98820, -0.31316)  -0.052
N (-2.70275, 3.23529, -0.50488)  -0.827
H (-4.00223, 0.84475, 1.21289)  0.356
H (-2.38262, 1.13147, 1.26570)  0.347
H (-2.92921, 1.24424, -1.00577)  0.154
H (-4.38575, 2.09008, -0.56380)  0.163
H (-2.74959, 3.75463, 0.36824)  0.361
H (-1.73943, 3.15098, -0.67640)  0.347

Computed properties:
total charge	0
strongest force on any atom	1.53	eV Å⁻¹
molecular weight	91.158	g/mol
SMILES	CCN.NCN
HOMO-LUMO gap	9.761	eV
E	-286.3314	hartree
HOMO	-9.1	eV
energy above the lowest of the compared OMol25 structures with the same formula, charge and spin	53.0	kJ/mol

6.
Below is 2 unconnected molecules or ions with the total composition C12H12S, with properties calculated with ωB97M-V with the def2-TZVPD basis set.

Each line ends with the natural charge from an NBO analysis.
Geometry (Å):
C (-2.11620, 2.46420, -0.30260)  -0.203
C (-0.75271, 2.71730, 0.26703)  -0.230
C (-2.59326, 1.22768, -0.53254)  -0.188
C (0.17072, 1.77373, 0.25899)  -0.158
C (-2.07112, -1.21210, -0.46689)  -0.161
C (-1.69369, 0.09036, -0.41099)  -0.054
C (-0.25376, 0.35731, -0.09070)  -0.212
C (0.59911, -0.63219, -0.35228)  0.154
C (3.05001, 0.02065, 0.08623)  -0.086
C (-1.06861, -2.30681, -0.36280)  -0.431
C (0.36423, -1.97706, -0.86826)  -0.517
C (3.12482, -0.18176, 1.49064)  -0.766
S (3.98120, 0.56845, -1.04617)  0.150
H (-2.77412, 3.30017, -0.42816)  0.207
H (-0.59572, 3.79678, 0.47841)  0.216
H (-3.52450, 0.98130, -0.88416)  0.207
H (1.22980, 1.79307, 0.43590)  0.216
H (-3.06199, -1.49236, -0.64522)  0.196
H (-1.01831, -2.58019, 0.70610)  0.211
H (-1.61554, -3.10775, -0.82376)  0.224
H (0.60851, -2.12971, -1.90127)  0.234
H (0.89989, -2.61487, -0.15373)  0.233
H (2.30141, 0.40297, 1.99167)  0.267
H (4.09826, -0.01291, 1.94781)  0.229
H (2.71157, -1.24626, 1.60676)  0.262

Computed properties:
total charge	0
strongest force on any atom	3.66	eV Å⁻¹
molecular weight	188.295	g/mol
HOMO-LUMO gap	7.312	eV
E	-862.4215	hartree
HOMO	-7.3	eV
energy above the lowest of the compared OMol25 structures with the same formula, charge and spin	415.9	kJ/mol

Q: Number 6 is which compound?
A: C12H12S

Q: Among the records above, which one has the highest total charge?
A: C4H4InO2